Below is a 2-piece molecular cluster, C6H16O overall, with properties calculated with wB97M-V/def2-TZVPD.

ORCA input file:
```
! wB97M-V def2-TZVPD RIJCOSX def2/J DEFGRID3
* xyz 0 1
C 2.2117 -1.1945 -1.5362
C 1.4892 -0.1160 -0.6849
C 0.4749 -0.7069 0.2866
C 1.2284 -1.4329 1.4038
C -0.4369 0.3821 0.9730
C -1.4987 -0.0604 2.0250
H 2.7574 -1.8312 -0.7709
H 1.5828 -1.7152 -2.1569
H 2.9692 -0.5687 -2.0323
H 0.8057 0.4828 -1.3475
H 2.1948 0.4399 -0.1370
H -0.2289 -1.2835 -0.3115
H 2.2904 -1.1343 1.5328
H 1.3820 -2.4649 0.9423
H 0.7915 -1.5799 2.4041
H 0.4185 0.8923 1.5905
H -0.9137 1.0855 0.3562
H -1.6564 -1.2306 2.0299
H -1.4146 0.2397 3.0244
H -2.4128 0.3142 1.6734
O -2.9606 2.8233 -2.2133
H -2.7868 2.0088 -2.6822
H -2.9063 2.5298 -1.2129
*
```

Results
* SMILES: CCC(C)CC.O
* ΔE to the lowest compared entry with this formula, charge and spin: 159.6 kJ/mol
* E_LUMO: 0.6379 eV
* largest force on an atom: 5.0 eV/A
* HOMO-LUMO gap: 10.97 eV
* electronic energy: -8527.5792 eV
* E_HOMO: -0.3799 Eh